DFT (wB97M-V/def2-TZVPD) results for a molecular structure, C8H11NO2Pd in a non-equilibrium geometry.

Each line ends with the Mulliken spin population.
Positions of all 23 atoms, in Å:
C1 0.152 0.717 -2.269  0.236
C2 -0.834 1.520 -1.606  0.057
C3 -1.848 0.645 -1.088  0.348
C4 -1.502 -0.702 -1.449  0.109
C5 -0.262 -0.660 -2.175  0.279
Pd1 0.161 0.108 0.004  1.242
N1 1.925 -0.737 -0.456  1.256
C6 1.933 0.836 0.608  -0.216
C7 0.830 1.738 0.982  0.502
H1 -2.747 0.948 -0.556  0.026
H2 -0.818 2.603 -1.513  -0.010
H3 -2.081 -1.595 -1.236  0.009
H4 0.256 -1.519 -2.587  0.005
H5 1.045 1.078 -2.769  0.004
H6 0.712 2.634 0.376  -0.016
H7 2.383 0.457 1.532  0.017
H8 1.943 -1.380 0.355  -0.054
H9 0.548 1.729 2.033  0.022
H10 2.588 1.418 -0.043  0.028
O1 -0.614 -2.406 3.354  0.019
C8 -0.399 -1.599 2.452  -0.018
O2 -0.266 -1.810 1.182  0.150
H11 -0.294 -0.521 2.746  0.007

Electronic energy, Ha: -644.22618
Highest occupied orbital energy (spin up / spin down), eV: -7.51 / -8.85
Spin multiplicity: 5
LUMO energy (spin up / spin down), eV: 0.558 / -3.241